[1]
{
  "formula": "C3H24NO10S2",
  "method": "ωB97M-V with the def2-TZVPD basis set",
  "species": ["N", "C", "C", "O", "O", "C", "S", "S", "H", "H", "H", "H", "H", "H", "H", "H", "H", "H", "O", "H", "H", "O", "H", "H", "O", "H", "H", "O", "H", "H", "O", "H", "H", "O", "H", "H", "O", "H", "H", "O"],
  "coordinates": [[-0.62, 1.01, 0.58], [-1.25, 2.36, 0.37], [-2.09, 2.26, -0.91], [-1.28, 2.32, -1.98], [-3.27, 2.06, -0.96], [-0.15, 3.37, 0.33], [0.37, 4.12, 1.92], [0.01, 2.79, 3.43], [-1.24, 0.22, 0.54], [0.08, 1.14, 1.30], [0.00, 0.82, -0.28], [-1.93, 2.55, 1.20], [-1.84, 2.24, -2.77], [0.77, 3.29, -0.26], [-0.48, 4.32, -0.13], [0.93, 1.84, 3.28], [0.51, -0.18, -2.20], [0.09, -1.38, -1.25], [-0.06, -0.45, -1.45], [-2.83, -0.56, 1.32], [-3.91, 0.47, 1.47], [-2.95, 0.37, 1.57], [3.95, -0.79, -0.02], [4.78, -1.05, 1.21], [3.87, -1.10, 0.89], [1.25, -4.12, -2.32], [1.17, -3.46, -0.93], [0.81, -3.42, -1.83], [0.30, -1.62, 1.74], [1.23, -2.02, 0.77], [0.64, -1.24, 0.91], [2.03, -4.18, 1.67], [2.98, -3.00, 1.52], [2.21, -3.43, 1.10], [-3.96, -2.21, -0.76], [-3.60, -2.86, 0.50], [-3.37, -2.07, -0.01], [2.61, 0.67, -2.52], [2.35, 0.46, -3.95], [1.89, 0.42, -3.10]],
  "charge": 1,
  "homo_lumo_gap_ev": 9.128,
  "homo_energy_ev": -11.7688,
  "lumo_energy_ev": -2.64
}



[2]
{
  "formula": "C3H24O9",
  "method": "ωB97M-V with the def2-TZVPD basis set",
  "species": ["O", "H", "H", "O", "H", "H", "O", "H", "H", "O", "H", "H", "O", "H", "H", "O", "H", "H", "O", "H", "H", "O", "H", "H", "C", "C", "C", "O", "H", "H", "H", "H", "H", "H", "H", "H"],
  "coordinates": [[-10.60, 0.73, 3.48], [-10.73, 1.63, 3.77], [-11.53, 0.33, 3.66], [-11.30, 0.87, 0.97], [-11.23, 0.04, 0.50], [-10.84, 0.75, 1.87], [-15.17, 0.43, 2.84], [-15.00, 0.85, 2.04], [-15.61, -0.36, 2.54], [-15.72, 1.82, -0.08], [-14.98, 2.43, 0.21], [-16.45, 2.09, 0.41], [-17.09, -0.87, 1.18], [-17.96, -1.24, 1.51], [-16.78, -1.50, 0.47], [-15.56, -0.83, -1.14], [-15.75, 0.06, -0.80], [-14.89, -0.80, -1.82], [-8.29, -0.58, 4.38], [-9.05, -0.07, 4.10], [-7.53, -0.46, 3.84], [-13.40, 2.93, 0.84], [-12.68, 2.29, 0.71], [-13.01, 3.60, 1.45], [-12.14, -2.15, 2.64], [-12.83, -1.82, 3.99], [-12.06, -2.46, 5.16], [-12.85, -0.43, 4.18], [-12.63, -1.72, 1.79], [-11.98, -3.19, 2.56], [-11.20, -1.67, 2.64], [-13.88, -2.14, 4.03], [-12.20, -3.55, 5.24], [-12.39, -2.05, 6.13], [-11.00, -2.27, 4.98], [-13.66, -0.06, 3.70]],
  "homo_lumo_gap_ev": 10.834,
  "homo_energy_ev": -10.5185,
  "lumo_energy_ev": 0.32,
  "smiles": "CC(C)O.O.O.O.O.O.O.O.O"
}



[3]
{
  "formula": "C3H25O9",
  "method": "ωB97M-V with the def2-TZVPD basis set",
  "species": ["O", "H", "H", "H", "O", "H", "H", "O", "H", "H", "O", "H", "H", "O", "H", "H", "O", "H", "H", "O", "H", "H", "O", "H", "H", "C", "C", "C", "O", "H", "H", "H", "H", "H", "H", "H", "H"],
  "coordinates": [[0.42, 1.21, -0.16], [0.65, 2.04, -0.58], [-0.24, 0.84, -0.75], [1.19, 0.64, -0.20], [1.27, 3.17, -1.80], [1.39, 3.35, -2.73], [1.29, 4.03, -1.38], [3.13, 3.18, 1.23], [2.91, 3.37, 0.32], [4.03, 3.48, 1.33], [2.10, -1.97, 1.60], [2.30, -1.49, 0.80], [2.87, -2.51, 1.76], [2.87, 0.41, 0.45], [3.18, 1.10, 1.04], [3.68, 0.03, 0.09], [-1.40, 0.65, -2.06], [-2.11, 0.02, -1.94], [-1.28, 0.70, -3.01], [1.33, -0.68, -2.06], [1.76, -0.78, -2.91], [0.39, -0.72, -2.26], [-0.98, 1.67, 2.40], [-1.33, 1.06, 3.05], [-0.32, 2.18, 2.87], [-2.39, -0.90, 0.99], [-2.09, -2.01, -0.07], [-2.42, -3.42, 0.53], [-2.81, -1.80, -1.26], [-3.36, -1.00, 1.48], [-2.41, 0.10, 0.54], [-1.61, -0.87, 1.75], [-1.03, -2.10, -0.30], [-3.46, -3.59, 0.81], [-1.94, -3.55, 1.50], [-1.88, -4.10, -0.13], [-3.70, -1.69, -0.93]],
  "charge": 1,
  "homo_lumo_gap_ev": 10.018,
  "homo_energy_ev": -13.0598,
  "lumo_energy_ev": -3.04
}



[4]
{
  "formula": "C3H26NO11",
  "method": "ωB97M-V with the def2-TZVPD basis set",
  "species": ["N", "C", "C", "O", "C", "O", "H", "H", "H", "H", "H", "H", "H", "H", "H", "H", "O", "H", "H", "O", "H", "H", "O", "H", "H", "O", "H", "H", "O", "H", "H", "O", "H", "H", "O", "H", "H", "O", "H", "H", "O"],
  "coordinates": [[1.39, 0.55, 0.05], [0.94, 0.21, 1.39], [-0.47, -0.34, 1.33], [-0.39, -1.68, 0.75], [0.86, 1.47, 2.31], [0.04, 2.47, 1.76], [1.08, 1.44, -0.29], [2.40, 0.57, -0.06], [1.58, -0.59, 1.71], [-1.11, -0.31, 2.18], [-1.03, 0.21, 0.59], [-1.29, -2.03, 0.69], [0.43, 1.13, 3.26], [1.88, 1.88, 2.31], [-2.50, 1.90, 0.37], [-1.90, 2.24, 1.77], [-2.60, 1.74, 1.33], [-0.67, 2.28, -1.26], [-1.07, 0.86, -1.86], [-1.41, 1.75, -1.66], [2.13, 2.98, -0.93], [2.99, 2.87, -2.15], [3.08, 2.70, -1.20], [0.37, -0.49, -1.57], [-0.87, -1.43, -1.24], [-0.43, -0.92, -1.93], [0.51, -3.07, 1.99], [0.16, -4.27, 2.83], [0.92, -3.74, 2.57], [0.44, 4.05, -0.69], [0.32, 2.74, 0.80], [0.61, 3.11, -0.59], [1.69, -1.81, -2.76], [3.19, -1.97, -2.93], [2.38, -2.49, -2.91], [0.11, -4.24, -2.38], [-1.01, -3.28, -2.26], [-0.85, -4.23, -2.30], [-4.26, -0.69, -0.41], [-3.48, -0.53, 0.91], [-4.17, -1.05, 0.47]],
  "charge": -1,
  "homo_lumo_gap_ev": 8.822,
  "homo_energy_ev": -5.9957,
  "lumo_energy_ev": 2.83
}



[5]
{
  "formula": "C3H26NO11S2",
  "method": "ωB97M-V with the def2-TZVPD basis set",
  "species": ["N", "C", "C", "O", "O", "C", "S", "S", "H", "H", "H", "H", "H", "H", "H", "H", "H", "H", "O", "H", "H", "O", "H", "H", "O", "H", "H", "O", "H", "H", "O", "H", "H", "O", "H", "H", "O", "H", "H", "O", "H", "H", "O"],
  "coordinates": [[0.17, 0.12, -0.31], [1.63, -0.35, -0.32], [1.60, -1.68, 0.47], [1.85, -2.67, -0.28], [1.48, -1.67, 1.68], [2.56, 0.60, 0.34], [3.06, 2.03, -0.57], [2.03, 3.45, 0.07], [-0.55, -0.62, -0.53], [-0.01, 1.01, -0.93], [-0.06, 0.51, 0.53], [1.82, -0.68, -1.36], [2.53, -3.34, -0.03], [2.40, 0.74, 1.46], [3.75, 0.38, 0.56], [2.34, 3.86, 1.29], [-0.01, -1.07, 4.21], [-1.46, -0.95, 3.62], [-0.69, -0.41, 3.75], [-1.78, 2.07, -1.37], [-0.92, 2.48, -2.67], [-1.26, 1.81, -2.03], [-2.73, -0.25, -0.28], [-3.34, -0.99, -1.46], [-2.57, -0.59, -1.23], [0.18, 1.15, 3.26], [0.65, 2.56, 3.62], [0.49, 1.88, 2.89], [-2.42, 1.01, 1.61], [-1.15, 1.81, 1.86], [-1.83, 1.65, 1.19], [-2.56, -2.65, -1.47], [-1.72, -3.80, -0.72], [-2.42, -3.08, -0.60], [2.87, -0.16, -3.38], [3.13, -1.10, -2.12], [3.42, -0.80, -2.98], [-2.60, -1.98, 1.58], [-3.34, -0.79, 2.29], [-2.46, -1.05, 2.03], [-1.04, 1.17, -4.59], [-0.77, -0.16, -4.32], [-0.24, 0.54, -4.77]],
  "spin_multiplicity": 2,
  "homo_lumo_gap_ev": [2.950, 8.476],
  "homo_energy_ev": [-2.9674, -8.6849],
  "lumo_energy_ev": [-0.02, -0.21],
  "s2": 0.75
}



[6]
{
  "formula": "C3H26O10",
  "method": "ωB97M-V with the def2-TZVPD basis set",
  "species": ["O", "H", "H", "O", "H", "H", "O", "H", "H", "O", "H", "H", "O", "H", "H", "O", "H", "H", "O", "H", "H", "O", "H", "H", "O", "H", "H", "C", "C", "C", "O", "H", "H", "H", "H", "H", "H", "H", "H"],
  "coordinates": [[-0.89, -0.73, 3.70], [-0.65, -1.48, 4.23], [-1.68, -0.38, 4.12], [1.41, 3.67, -1.03], [2.06, 3.77, -1.73], [0.59, 3.51, -1.49], [-3.46, -2.19, -0.50], [-4.15, -1.59, -0.80], [-2.75, -1.61, -0.22], [1.60, -1.61, -3.85], [2.15, -1.87, -3.12], [2.11, -0.95, -4.32], [-3.37, 1.89, 0.24], [-2.51, 1.48, 0.29], [-3.98, 1.16, 0.14], [3.62, -1.51, 1.06], [4.15, -0.79, 0.72], [3.01, -1.72, 0.35], [1.89, 3.44, 1.74], [1.68, 2.51, 1.83], [1.53, 3.69, 0.89], [1.30, 0.89, 3.90], [0.65, 0.21, 3.72], [2.08, 0.40, 4.17], [-1.15, -1.98, -4.29], [-0.24, -1.80, -4.08], [-1.25, -2.93, -4.17], [-0.55, -1.02, -1.25], [-0.31, -0.63, 0.18], [0.27, 0.77, 0.32], [-1.55, -0.60, 0.84], [-1.30, -0.42, -1.77], [-0.86, -2.06, -1.33], [0.35, -0.87, -1.83], [0.41, -1.37, 0.52], [-0.34, 1.45, -0.28], [1.31, 0.76, 0.01], [0.11, 1.18, 1.32], [-1.29, -0.65, 1.77]],
  "spin_multiplicity": 2,
  "charge": 1,
  "homo_lumo_gap_ev": [9.982, 3.151],
  "homo_energy_ev": [-13.4333, -13.4239],
  "lumo_energy_ev": [-3.45, -10.27],
  "s2": 0.75
}



DFT total energy / eV: -47130.7137; -21928.9298; -21937.9286; -27547.9461; -49209.8493; -23997.2736